# 1
This record from OMol25 describes a molecular structure, C12H26N8O3. The level of theory is wB97M-V/def2-TZVPD.

```
49
Properties=species:S:1:pos:R:3:lowdin_charge:R:1
C -1.465 0.995 1.193 -0.311
C -0.600 0.930 -0.043 -0.402
C -2.547 2.141 1.021 -0.169
C -1.848 3.478 1.080 -0.219
C -2.588 4.518 0.301 -0.290
C -1.037 5.561 -1.511 -0.511
C 0.525 -1.454 0.534 -0.211
C 1.695 -1.563 1.453 -0.442
C 0.201 -2.555 -0.358 -0.218
C 1.349 -2.761 -1.336 -0.159
C 1.130 -4.241 -1.846 -0.227
C 2.605 -5.754 -0.459 -0.437
H -0.560 2.242 3.120 0.199
H -1.453 0.436 3.281 0.198
H -2.114 0.145 1.542 0.133
H -3.018 1.807 0.159 0.090
H -3.324 2.199 1.768 0.118
H -0.906 3.514 0.629 0.084
H -1.792 3.609 2.210 0.117
H -3.449 4.904 0.786 0.101
H -3.239 3.919 -0.467 0.154
H -1.541 6.548 0.384 0.245
H -0.436 7.372 -1.129 0.029
H -0.699 3.449 -1.936 0.089
H -0.533 4.585 -3.257 0.124
H 0.924 0.132 -1.059 0.109
H -0.466 -1.196 1.156 0.166
H -0.097 -3.545 0.289 0.178
H -0.773 -2.536 -0.899 0.129
H 1.182 -2.025 -2.131 0.124
H 2.236 -2.846 -0.719 0.067
H 0.196 -4.468 -2.410 0.128
H 1.838 -4.148 -2.709 0.114
H 0.807 -6.258 -0.908 0.190
H 3.286 -7.214 0.712 -0.019
H 4.566 -5.038 -0.155 0.083
H 3.145 -4.126 0.281 0.049
H 1.143 0.025 2.421 0.092
N -0.679 1.117 2.510 -0.059
N -1.955 5.593 -0.380 -0.031
N -0.313 6.618 -1.864 0.043
N -1.184 4.361 -2.371 0.041
N 0.406 -0.075 -0.249 0.145
N 1.431 -5.342 -0.994 -0.016
N 2.565 -7.076 0.028 0.029
N 3.657 -4.658 -0.455 0.098
O -0.650 1.788 -0.872 0.061
O 2.427 -2.534 1.319 0.081
O 1.951 -0.577 2.339 0.110
```

* energy above the lowest of the compared OMol25 structures with the same formula, charge and spin: 896.8 kJ/mol
* molar mass: 330.393 g/mol
* spin multiplicity: 1

# 2
This record from OMol25 describes 12 unconnected molecules or ions with the total composition C39H68F21N2O30P3. The level of theory is wB97M-V/def2-TZVPD.

```
163
Properties=species:S:1:pos:R:3:lowdin_charge:R:1
C -0.032 0.102 -0.864 0.030
N -1.142 0.311 0.049 -0.386
O -1.014 -0.158 1.173 0.066
O -2.179 0.725 -0.435 0.060
H 0.572 -0.782 -0.663 0.074
H 0.673 0.931 -0.806 0.083
H -0.424 0.098 -1.881 0.095
C -1.956 2.920 -3.198 0.031
N -3.244 2.208 -3.047 -0.407
O -3.296 1.010 -3.379 0.029
O -4.232 2.841 -2.711 0.082
H -1.462 3.076 -2.239 0.084
H -2.054 3.818 -3.809 0.108
H -1.274 2.240 -3.708 0.065
C 1.146 1.403 3.319 -0.073
O 2.532 1.753 3.107 -0.235
P 3.487 2.412 4.267 0.486
O 2.815 3.515 5.087 -0.272
O 4.094 1.169 5.088 -0.241
C 5.225 1.406 6.005 -0.064
O 4.737 2.941 3.396 -0.224
C 5.532 2.180 2.516 -0.106
H 1.242 0.320 3.396 0.054
H 0.442 1.604 2.511 0.080
H 0.691 1.586 4.292 0.067
H 5.571 2.440 6.031 0.090
H 6.107 0.767 5.957 0.085
H 4.780 1.104 6.954 0.087
H 4.950 2.226 1.596 0.081
H 5.752 1.124 2.673 0.080
H 6.443 2.739 2.305 0.093
C -4.367 3.772 6.421 -0.143
O -3.656 3.162 5.383 -0.240
P -3.319 4.009 3.985 0.525
O -4.317 5.022 3.487 -0.249
O -1.893 4.698 4.389 -0.221
C -0.920 4.187 5.231 -0.125
O -2.913 2.926 2.880 -0.235
C -2.582 3.377 1.583 -0.096
H -4.029 4.805 6.506 0.088
H -4.138 3.391 7.416 0.086
H -5.457 3.759 6.441 0.091
H -0.549 5.100 5.696 0.100
H -0.071 3.721 4.731 0.060
H -1.234 3.407 5.925 0.088
H -3.401 3.037 0.949 0.095
H -1.697 2.809 1.297 0.062
H -2.309 4.428 1.493 0.095
C 6.504 -1.468 -1.446 -0.130
O 5.796 -2.373 -2.218 -0.227
P 4.902 -1.876 -3.538 0.443
O 5.736 -1.197 -4.528 -0.213
O 4.163 -3.234 -4.049 -0.219
C 3.567 -3.299 -5.317 -0.109
O 3.701 -1.092 -2.926 -0.211
C 3.765 0.307 -2.702 -0.088
H 6.337 -1.582 -0.374 0.085
H 6.299 -0.451 -1.778 0.076
H 7.554 -1.612 -1.702 0.096
H 2.508 -3.542 -5.228 0.087
H 4.120 -4.023 -5.917 0.100
H 3.583 -2.324 -5.804 0.067
H 4.452 0.800 -3.389 0.089
H 4.150 0.429 -1.690 0.083
H 2.794 0.800 -2.673 0.075
C -4.273 -3.623 -4.921 -0.042
C -2.958 -2.898 -5.172 -0.235
O -2.316 -2.944 -3.975 -0.010
C -1.544 -3.918 -3.553 -0.317
O -1.535 -5.054 -4.077 0.120
C -0.779 -3.625 -2.196 -0.502
F -1.306 -2.605 -1.527 0.161
F -0.822 -4.771 -1.500 0.170
F 0.504 -3.256 -2.464 0.137
H -4.596 -3.418 -3.901 0.061
H -3.982 -4.673 -4.913 0.078
H -5.030 -3.442 -5.684 0.090
H -3.275 -1.859 -5.260 0.126
H -2.390 -3.274 -6.024 0.140
C -3.715 -0.228 3.254 -0.047
C -4.433 -1.163 4.232 -0.259
O -3.842 -2.338 4.559 0.025
C -4.499 -3.116 5.478 -0.289
O -5.610 -2.858 6.007 0.128
C -3.737 -4.378 5.810 -0.556
F -2.427 -4.240 5.596 0.172
F -3.919 -4.564 7.113 0.173
F -4.275 -5.421 5.143 0.170
H -4.394 0.624 3.220 0.074
H -3.609 -0.617 2.241 0.053
H -2.719 0.098 3.556 0.066
H -5.473 -1.262 3.922 0.134
H -4.521 -0.617 5.171 0.129
C 1.468 4.946 -4.668 -0.049
C 2.648 4.380 -3.900 -0.228
O 2.400 4.620 -2.568 0.045
C 1.629 3.889 -1.743 -0.299
O 0.901 2.971 -2.117 0.101
C 1.740 4.151 -0.253 -0.556
F 0.539 4.477 0.313 0.149
F 2.101 2.989 0.310 0.164
F 2.593 5.075 0.036 0.230
H 0.686 4.210 -4.478 0.058
H 1.633 4.983 -5.745 0.078
H 1.025 5.870 -4.296 0.091
H 3.518 4.947 -4.229 0.134
H 2.810 3.347 -4.208 0.113
C 3.939 -5.604 -0.656 -0.033
C 2.978 -4.335 -0.557 -0.147
O 3.420 -3.622 0.622 -0.004
C 3.237 -2.266 0.828 -0.305
O 2.615 -1.518 0.084 0.127
C 3.813 -1.774 2.141 -0.580
F 3.079 -0.905 2.779 0.191
F 4.151 -2.828 2.925 0.160
F 4.907 -1.089 1.874 0.167
H 3.700 -5.837 -1.693 0.066
H 3.709 -6.534 -0.135 0.070
H 5.004 -5.378 -0.603 0.076
H 1.930 -4.630 -0.505 0.115
H 3.218 -3.698 -1.407 0.097
C -4.847 -1.700 -2.003 -0.062
C -5.042 -0.759 -0.839 -0.232
O -6.268 -0.100 -0.984 0.014
C -6.679 0.770 -0.006 -0.321
O -5.964 1.118 0.898 0.158
C -8.159 1.238 -0.187 -0.479
F -8.544 0.938 -1.462 0.136
F -8.908 0.599 0.698 0.183
F -8.302 2.598 0.007 0.132
H -4.950 -1.198 -2.965 0.081
H -5.665 -2.420 -1.983 0.082
H -3.938 -2.298 -1.927 0.068
H -4.285 0.010 -0.989 0.090
H -4.897 -1.203 0.146 0.130
C -0.316 -0.654 5.986 -0.035
C 0.473 -1.641 5.132 -0.212
O -0.250 -1.928 3.947 0.005
C 0.174 -2.922 3.128 -0.282
O 1.298 -3.433 3.257 0.131
C -0.880 -3.267 2.035 -0.532
F -1.983 -2.558 2.164 0.179
F -0.322 -2.994 0.880 0.168
F -1.260 -4.590 1.971 0.139
H 0.225 0.293 6.014 0.060
H -0.242 -0.936 7.037 0.080
H -1.341 -0.528 5.639 0.080
H 0.590 -2.480 5.817 0.129
H 1.470 -1.307 4.844 0.111
C 0.797 -0.770 -4.959 -0.010
C 0.560 0.563 -5.807 -0.120
O 1.754 1.396 -6.022 -0.005
C 2.735 1.043 -6.889 -0.350
O 2.864 -0.029 -7.440 0.157
C 3.791 2.153 -7.115 -0.518
F 3.209 3.334 -6.867 0.153
F 4.807 1.907 -6.233 0.146
F 4.248 2.103 -8.361 0.191
H 0.999 -0.524 -3.916 0.056
H 1.695 -1.239 -5.360 0.047
H -0.078 -1.418 -5.016 0.069
H -0.142 1.230 -5.306 0.095
H 0.100 0.300 -6.760 0.122
```

* energy above the lowest of the compared OMol25 structures with the same formula, charge and spin: 650.5 kJ/mol
* molar mass: 1536.837 g/mol
* spin multiplicity: 1

# 3
This record from OMol25 describes a gas-phase ion, C5H11IN3 (charge +1). The level of theory is wB97M-V/def2-TZVPD.

```
20
Properties=species:S:1:pos:R:3:lowdin_charge:R:1
C 0.736 0.484 -0.872 -0.569
C -0.314 -0.620 -0.689 -0.333
C 0.091 -2.054 -1.040 -0.060
C -1.717 -1.063 1.358 0.010
C 1.152 2.790 0.430 0.017
N -0.687 -0.327 0.724 -0.140
N -0.175 0.727 1.113 0.129
N 0.369 1.482 0.253 -0.140
I 2.843 0.132 -0.520 0.968
H 0.585 0.759 -1.865 0.071
H -1.284 -0.269 -1.216 0.187
H 0.140 -2.247 -2.181 0.125
H -0.584 -2.922 -0.729 0.102
H 1.091 -2.143 -0.447 0.062
H -2.209 -0.541 2.215 0.130
H -2.486 -1.263 0.614 0.107
H -1.369 -2.061 1.611 0.103
H 0.413 3.494 0.627 0.075
H 1.547 3.002 -0.569 0.096
H 1.858 2.640 1.182 0.059
```

* energy above the lowest of the compared OMol25 structures with the same formula, charge and spin: 343.3 kJ/mol
* molar mass: 240.068 g/mol
* charge: +1
* spin multiplicity: 1

# 4
This record from OMol25 describes C7H10 in the gas phase. The level of theory is wB97M-V/def2-TZVPD.

```
17
Properties=species:S:1:pos:R:3:lowdin_charge:R:1
C 0.149 -0.257 1.503 -0.026
C -0.321 -0.102 2.717 0.005
C 0.462 -0.451 0.243 -0.313
C 1.368 1.419 -0.880 0.084
C 0.226 0.642 -0.678 -0.325
C 0.371 -1.873 -0.355 -0.027
C -1.131 0.951 -1.294 -0.050
H -0.954 0.671 3.001 0.027
H -0.187 -0.913 3.476 0.075
H 1.280 2.228 -1.473 0.008
H 2.251 1.186 -0.281 0.075
H 0.572 -1.802 -1.407 0.071
H 1.092 -2.511 0.174 0.082
H -0.616 -2.265 -0.237 0.067
H -0.986 1.650 -2.118 0.069
H -1.994 1.378 -0.663 0.108
H -1.583 0.050 -1.728 0.071
```

* energy above the lowest of the compared OMol25 structures with the same formula, charge and spin: 458.2 kJ/mol
* molar mass: 94.157 g/mol
* spin multiplicity: 1

HOMO for every record listed, in sequence, given in Eh: -0.303 -0.377 -0.498 -0.273.
E for every record listed, in sequence, given in eV: -30922.2099 -190883.2952 -17924.9558 -7416.2854.
Max |F| for every record listed, in sequence, given in eV/Å: 7.60 4.78 5.45 5.68.